Entry 1:
82
Properties=species:S:1:pos:R:3:forces:R:3:lowdin_charge:R:1 method="wB97M-V/def2-TZVPD" e_lumo_ev=-3.023 charge=+1 spin_multiplicity=1 molar_mass_g_mol=851.017 homo_energy_ha=-0.44980 energy_ha=-7688.29099
C 2.92468 -1.51827 -0.70879 -2.1 10.7 1.4 -0.05
C 2.54522 -0.15493 -0.51421 2.0 -9.7 -1.2 -0.04
N 1.62574 1.03797 -0.21755 2.4 -1.3 0.2 0.00
C 0.86519 1.54427 -1.41992 -2.0 1.5 -1.3 -0.10
C 0.05384 0.40562 -2.27343 0.9 0.6 -1.7 -0.22
O -1.33881 0.85423 -2.40177 1.0 -1.9 1.8 -0.27
Si -2.39038 0.19958 -1.16387 -1.7 1.2 0.8 0.46
C -3.31364 1.74356 -0.37430 0.3 0.4 -0.8 -0.23
C -3.78144 -0.97564 -1.81029 -0.3 -1.2 -0.2 -0.21
C -1.51409 -0.69578 0.29282 0.7 -1.6 0.6 -0.20
H 3.16713 -2.65310 -0.98702 0.6 3.4 0.7 0.06
H 1.01898 0.87678 0.64116 0.6 -0.1 -1.3 0.09
H 2.28691 1.82019 0.07139 -0.6 -0.7 -0.2 0.06
H 0.03918 2.29536 -0.99822 1.8 -1.7 -0.7 0.16
H 1.56038 2.22152 -2.10716 -1.1 -1.8 1.6 0.12
H 0.51091 0.43660 -3.37665 -1.0 -0.1 2.4 0.14
H 0.19493 -0.69513 -1.90664 -0.2 2.2 -0.3 0.08
H -2.51225 2.40556 0.17189 -1.8 -1.3 -0.9 -0.02
H -4.19309 1.41587 0.33659 1.8 0.8 -1.4 0.06
H -3.71716 2.36418 -1.29208 0.5 -1.1 1.9 0.06
H -4.48129 -0.46341 -2.61663 1.4 -1.2 1.7 0.06
H -4.40550 -1.30254 -0.84913 1.2 0.9 -2.1 0.07
H -3.33715 -1.99555 -2.23787 -1.0 2.2 0.7 0.04
H -2.31433 -1.30712 0.93459 1.6 1.5 -1.4 0.08
H -0.79667 -1.53685 -0.15793 -1.3 1.9 1.3 0.00
H -0.94818 0.02332 1.04068 -1.1 -1.6 -1.6 -0.02
Cl 1.45391 -6.31059 -0.27086 0.0 0.2 -0.2 0.60
C -0.04322 -5.34882 -0.35037 -0.3 0.2 0.1 -0.63
C 0.03911 -4.24281 -1.39036 -0.5 -0.7 -0.1 -0.59
Cl 1.19143 -2.96626 -0.92517 -2.2 -1.7 -0.3 0.69
H -0.24358 -4.94886 0.64848 0.1 -0.1 -0.2 0.06
H -0.85032 -6.04092 -0.60789 0.1 0.1 -0.1 0.08
H -0.93717 -3.76214 -1.50020 0.1 0.0 0.1 0.07
H 0.33953 -4.63078 -2.36883 0.1 0.1 0.2 0.04
Cl -1.22744 -5.15566 -5.89073 0.0 0.1 0.1 0.56
C -1.43619 -3.56990 -5.10685 -0.1 0.2 0.0 -0.67
C -0.28387 -2.62457 -5.40710 -0.3 0.1 -0.2 -0.64
Cl 1.23310 -3.14526 -4.63155 0.1 0.0 0.0 0.56
H -1.55218 -3.73522 -4.03120 0.1 0.0 -0.2 0.04
H -2.37073 -3.14885 -5.48905 0.2 0.0 0.0 0.08
H -0.51042 -1.62717 -5.01965 0.0 -0.2 0.0 0.06
H -0.10258 -2.53865 -6.48318 0.0 -0.1 0.3 0.08
Cl 5.79744 1.62777 -0.70424 -0.2 0.0 0.0 0.54
C 6.11930 3.19803 0.07252 0.1 0.2 0.1 -0.65
C 5.09444 3.52876 1.14580 0.7 -0.2 0.3 -0.63
Cl 3.48377 3.85809 0.45942 -0.3 -0.1 -0.1 0.58
H 6.14666 3.96421 -0.70852 -0.1 -0.2 0.2 0.07
H 7.11579 3.13159 0.51896 -0.2 0.0 0.0 0.08
H 5.39830 4.43055 1.68495 -0.1 -0.1 -0.2 0.08
H 4.99399 2.71571 1.87178 0.0 0.1 -0.2 0.08
Cl -0.30059 2.11274 2.28670 0.0 -0.2 -0.1 0.62
C -0.63311 3.69366 3.03690 -0.1 0.9 0.4 -0.61
C -2.04793 3.78248 3.58646 0.1 -0.2 0.0 -0.67
Cl -3.27240 3.80088 2.29257 0.1 0.1 0.1 0.58
H -0.44092 4.47097 2.29079 -0.1 -0.3 0.1 0.08
H 0.08893 3.81615 3.84953 -0.2 -0.1 -0.1 0.08
H -2.17031 4.71170 4.15022 0.1 -0.1 -0.1 0.08
H -2.27399 2.94614 4.25551 0.1 0.3 -0.4 -0.01
Cl -3.05377 2.75939 6.59025 0.0 -0.1 0.2 0.59
C -4.36852 3.78729 7.21277 -0.4 0.3 0.2 -0.64
C -5.70848 3.45431 6.57619 0.0 -0.1 0.3 -0.65
Cl -5.76546 3.90480 4.85351 0.1 0.0 0.0 0.54
H -4.09110 4.83260 7.04486 -0.1 -0.3 -0.1 0.07
H -4.41828 3.61772 8.29235 0.0 0.0 -0.2 0.08
H -6.50610 4.01220 7.07499 0.2 0.0 0.0 0.08
H -5.93859 2.38709 6.65548 0.1 0.2 -0.1 0.07
Cl 3.36362 -6.58989 5.27426 0.0 0.0 0.0 0.54
C 2.69910 -7.72174 4.07010 -0.1 -0.2 -0.2 -0.66
C 1.96582 -7.00255 2.94907 0.4 -0.3 0.0 -0.71
Cl 0.45598 -6.24256 3.51174 0.0 0.1 0.0 0.54
H 2.04523 -8.42754 4.59174 0.1 0.2 -0.1 0.07
H 3.54560 -8.28091 3.66085 -0.1 0.1 0.0 0.07
H 1.68810 -7.71639 2.16833 0.1 0.1 0.2 0.04
H 2.58773 -6.22519 2.49396 -0.2 -0.2 0.2 0.05
Cl 2.99562 3.82554 -6.90095 0.0 0.0 0.1 0.56
C 1.76659 3.48186 -5.65835 -0.2 0.0 0.1 -0.67
C 1.97542 4.30876 -4.39969 -0.3 0.1 -0.2 -0.66
Cl 3.44256 3.82488 -3.51248 0.0 -0.1 0.1 0.54
H 1.79060 2.40881 -5.44433 0.1 0.2 0.0 0.06
H 0.79463 3.71881 -6.10093 0.1 0.0 0.1 0.08
H 1.13254 4.16680 -3.71730 0.1 0.0 -0.1 0.06
H 2.05322 5.37669 -4.62699 0.1 -0.3 0.0 0.08


Entry 2:
23
Properties=species:S:1:pos:R:3:forces:R:3:nbo_charge:R:1 method="wB97M-V/def2-TZVPD" e_lumo_ev="0.399 / 0.395" spin_multiplicity=1 molar_mass_g_mol=148.209 homo_energy_ha="-0.25729 / -0.25768" energy_ha=-459.51427 relative_energy_kcal_mol=108.7
C -2.99735 -1.14581 1.55480 1.8 -0.7 -1.5 -0.20
C -2.17803 -2.13223 0.90260 -1.2 2.7 0.8 -0.21
C -2.69576 0.20472 1.44011 -0.5 0.2 0.2 -0.21
C -1.00299 -1.69788 0.33874 1.3 -1.2 -1.2 -0.21
C -1.47700 0.56367 0.91627 0.7 0.5 -1.4 -0.21
C -0.61390 -0.37148 0.29960 -0.5 0.9 1.4 -0.09
C 0.66761 0.06343 -0.25347 -0.1 2.3 -1.3 0.10
C 1.74667 -0.95584 -0.48411 -0.8 1.8 0.1 -0.65
C 2.80218 2.04562 -1.34846 1.5 -0.7 1.1 -0.48
N 0.61910 1.31663 -0.75638 -0.1 0.1 -0.6 -0.21
N 1.35576 2.32331 -1.21482 1.6 -0.8 -0.3 -0.37
H -3.78674 -1.49119 2.13900 -1.7 -0.3 0.5 0.21
H -2.64793 -3.05743 0.67573 0.3 -1.1 0.4 0.22
H -3.42944 1.00755 1.66375 0.6 -0.8 0.4 0.22
H -0.28072 -2.37027 -0.16555 -1.1 -0.1 0.4 0.20
H -1.19201 1.61496 0.83967 -0.2 -0.2 0.3 0.21
H 1.87167 -1.27706 0.54060 1.1 -0.8 0.0 0.23
H 2.63401 -0.49902 -1.03061 -1.3 -1.3 0.8 0.25
H 1.07569 -1.66704 -0.98156 1.5 -0.5 -0.6 0.22
H 3.34917 1.83355 -0.33278 -1.2 -0.1 -1.4 0.18
H 3.03797 1.17981 -2.03879 -0.3 0.8 0.7 0.18
H 3.46848 2.87800 -1.72699 -1.6 -0.4 0.1 0.22
H -0.32645 1.63400 -0.97735 0.0 -0.2 0.9 0.41


Entry 3:
75
Properties=species:S:1:pos:R:3:forces:R:3:lowdin_spin:R:1 method="wB97M-V/def2-TZVPD" e_lumo_ev="2.493 / 2.447" charge=-1 spin_multiplicity=2 molar_mass_g_mol=374.603 homo_energy_ha="0.02942 / -0.27788" energy_ha=-1205.20110
C 0.88607 -2.13216 -0.64361 0.0 0.7 -0.2 0.01
C 1.14310 -0.74463 -1.25500 0.0 -1.5 1.7 0.04
O 0.29133 0.09772 -0.49049 0.4 1.8 -0.7 0.01
C 0.65573 1.48505 -0.73209 -0.4 0.9 0.4 0.04
C -0.14150 2.51991 0.10708 -0.7 -0.8 -0.5 0.09
H 1.52183 -2.85862 -1.14972 -0.3 -0.3 0.1 0.00
H 1.04920 -2.12225 0.43407 0.4 0.0 0.0 0.00
H -0.18470 -2.31873 -0.72579 0.1 -0.5 -0.5 0.00
H 2.18275 -0.46636 -1.08244 0.2 0.2 -0.1 0.01
H 0.97476 -0.82458 -2.32895 -0.4 0.7 -0.1 0.01
H 1.70825 1.67131 -0.51857 0.3 -0.5 0.2 0.02
H 0.56703 1.69913 -1.79717 -0.3 0.0 -0.2 0.03
H -1.19955 2.50537 -0.15452 -0.2 -0.5 0.2 0.03
H 0.04531 3.57363 -0.09997 1.0 -0.1 -0.2 0.03
H -0.02399 2.35632 1.17831 0.0 -0.1 0.0 0.00
C 3.66586 -4.40717 1.28346 0.3 0.9 0.5 0.01
C 2.92496 -5.73603 1.28860 2.5 0.5 0.5 0.00
C 3.93904 -6.93734 1.41524 -1.7 0.0 -0.3 0.00
O 2.02872 -5.64301 2.41043 -0.5 -0.9 -1.2 0.00
H 4.05561 -4.10957 2.25692 0.3 -0.6 0.4 0.00
H 2.95851 -3.58856 1.15071 -0.1 -0.1 -0.7 0.00
H 4.51050 -4.33405 0.59837 -0.2 -0.1 -0.3 0.00
H 2.49433 -5.75493 0.28745 -1.1 -0.5 0.5 0.00
H 4.67686 -7.03310 0.61865 0.4 0.9 0.2 0.00
H 3.40637 -7.87105 1.23481 -0.4 -0.1 0.5 0.00
H 4.33911 -6.95148 2.42906 0.4 0.0 -0.2 0.00
H 2.54486 -5.83586 3.19657 0.1 0.0 0.0 0.00
C -1.91670 -1.09668 -4.86782 -1.3 0.9 0.9 0.05
C -3.16144 -1.19514 -3.86132 -0.2 -1.3 -2.0 0.02
C -4.52001 -1.08550 -4.64930 0.7 0.8 0.5 0.02
O -3.13580 -2.51731 -3.37665 0.6 -1.5 0.3 0.01
H -1.85416 -0.10478 -5.31539 -0.2 0.3 0.1 0.02
H -2.07340 -1.75829 -5.71978 0.0 -0.4 0.3 0.00
H -0.94540 -1.24554 -4.39612 -0.2 -0.4 0.2 0.01
H -3.14062 -0.59388 -2.95239 0.2 1.0 -0.6 0.01
H -4.58062 -0.08546 -5.07866 -0.3 0.1 -0.1 0.01
H -5.37352 -1.27265 -3.99768 0.0 0.4 0.4 0.01
H -4.66889 -1.82449 -5.43659 0.7 -0.1 -0.1 0.00
H -3.67697 -2.60174 -2.58823 -0.1 0.1 0.1 0.01
C -3.20160 -0.76260 2.83138 -0.3 -0.7 1.1 0.01
C -2.90833 -1.22736 1.41739 -0.5 2.3 0.1 0.01
C -3.13153 -0.02291 0.51550 -1.1 -0.9 -1.1 0.03
O -1.57953 -1.50908 1.41018 2.9 -1.5 0.4 0.00
H -2.97009 -1.54349 3.55575 -0.1 -0.3 0.0 0.00
H -4.20785 -0.40664 3.05239 -0.1 0.0 -0.3 0.00
H -2.49965 0.02863 3.09471 -0.1 0.2 -0.4 0.00
H -3.40863 -2.12376 1.05095 -0.7 0.1 0.3 0.00
H -2.52972 0.84779 0.77588 -0.1 -0.2 0.2 0.00
H -4.19740 0.19717 0.45543 -0.1 0.5 0.3 0.01
H -2.90893 -0.33398 -0.50517 0.4 0.2 -0.2 0.01
H -1.05525 -0.99647 0.79054 -0.1 0.4 -0.3 0.00
C -1.87488 3.10450 5.86419 -1.0 0.2 -0.2 0.02
C -1.09983 2.09281 4.93670 -0.6 0.5 1.0 0.01
C 0.18540 2.69209 4.37278 -0.6 -0.1 0.6 0.03
O -0.89449 0.95918 5.76375 0.7 -0.4 1.1 0.01
H -1.40377 3.56641 6.73183 1.1 -0.8 0.1 0.00
H -2.78300 2.66363 6.27536 0.1 -0.6 0.0 0.00
H -2.29431 4.03033 5.47047 0.3 -0.1 -1.3 0.00
H -1.74338 1.64781 4.17781 -0.3 1.1 -0.6 0.00
H -0.11240 3.55562 3.77804 0.3 -0.1 -0.3 0.01
H 0.77479 1.96177 3.81839 -0.1 0.1 -0.2 0.01
H 0.78946 3.04372 5.20917 0.1 0.0 0.0 0.00
H -0.81632 0.16271 5.23354 0.1 0.1 -0.2 0.00
C 1.61881 4.92488 -3.15141 -1.4 -1.0 0.1 0.10
C 3.03790 5.03847 -2.71710 0.0 0.4 0.1 0.03
C 3.90138 3.89189 -3.20553 0.3 0.2 0.0 0.05
O 3.53773 6.29689 -3.21649 0.4 -0.4 -0.1 0.01
H 0.94674 5.56583 -2.58080 0.1 0.7 -0.3 0.03
H 1.16185 3.96822 -2.89822 0.3 -0.5 0.0 0.02
H 1.48166 5.02868 -4.22775 0.1 0.3 0.0 0.01
H 3.02393 5.12905 -1.63096 0.3 -0.4 0.2 0.02
H 3.69372 2.94487 -2.70741 -0.4 0.1 0.1 0.01
H 4.95806 4.07248 -3.00827 0.1 0.2 -0.1 0.00
H 3.74252 3.75556 -4.27524 0.1 0.0 -0.1 0.01
H 2.79413 6.89778 -3.12929 0.0 0.3 -0.1 0.01


Here are the calculated maximum force numbers, same order: 11.0; 3.0; 3.2 (eV Å⁻¹).